{
  "formula": "C22H17F4N2",
  "method": "the ωB97M-V functional and the def2-TZVPD basis",
  "charge": 1,
  "homo_lumo_gap_ha": 0.32048,
  "lumo_energy_ev": -3.6205,
  "relative_energy_kcal_mol": 0.0,
  "smiles": "Cc1cc2[nH]c[n+](C(c3cc(F)cc(F)c3)c3cc(F)cc(F)c3)c2cc1C",
  "species": ["C", "C", "C", "C", "N", "C", "N", "C", "C", "C", "C", "F", "C", "C", "F", "C", "C", "C", "C", "F", "C", "C", "F", "C", "C", "C", "C", "C", "H", "H", "H", "H", "H", "H", "H", "H", "H", "H", "H", "H", "H", "H", "H", "H", "H"],
  "xyz": [[-1.6084, 5.9269, -4.7910], [-1.8499, 4.9417, -3.6872], [-0.7271, 4.4149, -3.0529], [-0.9290, 3.5489, -1.9967], [0.0144, 2.8453, -1.2693], [-0.5913, 2.1316, -0.3047], [-1.9202, 2.3228, -0.4154], [-2.8457, 1.5477, 0.3299], [-2.3756, 1.4934, 1.8079], [-2.4317, 0.3341, 2.6051], [-1.9908, 0.3829, 3.9376], [-1.9834, -0.7910, 4.6744], [-1.5861, 1.5586, 4.5549], [-1.5707, 2.7023, 3.7535], [-1.3090, 3.9222, 4.3461], [-1.8868, 2.6689, 2.3963], [-3.0515, 0.2276, -0.4222], [-3.7078, 0.3174, -1.6541], [-4.2065, -0.8397, -2.2410], [-4.8360, -0.7374, -3.4603], [-4.0804, -2.1053, -1.6620], [-3.2514, -2.1573, -0.5427], [-3.1863, -3.3563, 0.1448], [-2.5818, -1.0311, -0.0370], [-2.1728, 3.2035, -1.5123], [-3.3132, 3.6656, -2.1973], [-3.1301, 4.5643, -3.2807], [-4.3195, 5.1299, -3.9960], [-0.5318, 6.0800, -4.9416], [-2.0239, 5.5931, -5.7525], [-2.0428, 6.9140, -4.5726], [0.2872, 4.6832, -3.3284], [1.0078, 2.8664, -1.4528], [-0.1056, 1.3940, 0.3311], [-3.7960, 2.0907, 0.2693], [-2.7962, -0.6155, 2.2196], [-1.3373, 1.5990, 5.6091], [-1.7725, 3.5805, 1.8121], [-3.8706, 1.2917, -2.1019], [-4.5805, -2.9822, -2.0630], [-1.7801, -1.1471, 0.6949], [-4.3130, 3.3225, -1.9317], [-4.0369, 5.8179, -4.7982], [-4.9381, 4.3511, -4.4554], [-4.9560, 5.6961, -3.3081]],
  "atomic_forces_ev_per_a": [[0.14, 0.41, -0.51], [1.45, 0.11, 0.13], [-0.32, 0.14, -0.01], [0.53, 0.04, -0.20], [0.08, -0.41, 0.98], [-0.50, 0.46, -1.60], [2.01, 1.22, -1.22], [-0.51, -1.15, 0.99], [0.12, -0.50, 0.61], [0.03, 0.03, 0.21], [-0.12, -0.71, 0.19], [-0.10, 1.66, -1.07], [-0.14, 0.17, -0.34], [-0.19, 0.50, 0.39], [-0.05, -1.58, -0.86], [-0.07, 0.33, 0.13], [0.39, -0.53, -0.69], [-0.83, -0.26, 0.28], [0.01, -0.11, -1.04], [0.52, -0.06, 1.38], [0.34, 0.62, 0.28], [-0.30, -0.77, 0.16], [0.48, 1.52, -1.03], [-0.44, -0.37, 0.67], [-0.36, -0.31, 0.07], [0.25, 0.43, -0.19], [-0.67, -0.96, 1.07], [-0.50, 0.18, -0.20], [-0.31, -0.08, 0.06], [0.06, 0.05, 0.28], [0.05, -0.32, 0.00], [-0.16, 0.03, -0.19], [-0.06, -0.04, 0.20], [-0.21, 0.47, 0.00], [0.05, -0.16, 0.22], [0.00, 0.42, 0.36], [0.03, -0.03, -0.14], [-0.20, -0.07, 0.25], [-0.32, -0.37, -0.06], [0.13, 0.18, 0.09], [-0.66, -0.16, -0.03], [0.19, 0.33, 0.02], [-0.02, -0.22, 0.24], [0.11, 0.03, 0.17], [0.05, -0.14, -0.04]]
}